{"formula": "C60H95F3NO19S", "method": "ωB97M-V/def2-TZVPD", "species": ["C", "C", "C", "C", "C", "O", "C", "F", "F", "F", "C", "C", "C", "C", "C", "C", "C", "N", "C", "C", "C", "C", "C", "C", "O", "O", "C", "O", "C", "C", "C", "C", "C", "S", "O", "O", "O", "C", "C", "O", "H", "H", "H", "H", "H", "H", "H", "H", "H", "H", "H", "H", "H", "H", "H", "H", "H", "H", "H", "H", "H", "H", "H", "H", "H", "H", "H", "H", "H", "C", "C", "O", "C", "H", "H", "H", "H", "H", "H", "C", "C", "O", "C", "H", "H", "H", "H", "H", "H", "C", "C", "O", "C", "H", "H", "H", "H", "H", "H", "C", "C", "O", "C", "H", "H", "H", "H", "H", "H", "C", "C", "O", "C", "H", "H", "H", "H", "H", "H", "C", "C", "O", "C", "H", "H", "H", "H", "H", "H", "C", "C", "O", "C", "H", "H", "H", "H", "H", "H", "C", "C", "O", "C", "H", "H", "H", "H", "H", "H", "C", "C", "O", "C", "H", "H", "H", "H", "H", "H", "C", "C", "O", "C", "H", "H", "H", "H", "H", "H", "C", "C", "O", "C", "H", "H", "H", "H", "H", "H"], "positions_angstrom": [[0.768469, -7.035666, -0.429663], [0.060911, -5.596006, 0.006580], [-0.976838, -5.448614, 1.308368], [-1.372056, -6.730864, 2.261915], [-0.731010, -6.687135, 3.771451], [0.545227, -7.451087, 3.874578], [-1.804428, -7.522631, 4.744091], [-1.936324, -8.888812, 4.112033], [-3.166648, -6.941736, 4.745469], [-1.354355, -7.578402, 6.160640], [-1.601492, -3.923773, 1.527545], [-1.221463, -2.632797, 0.533894], [-0.189407, -2.779313, -0.756388], [0.200276, -1.561608, -1.788545], [1.786844, -1.144672, -1.794411], [2.070516, 0.208988, -2.732277], [1.826127, 1.618258, -1.928197], [3.125262, 2.444174, -2.033157], [4.196443, 2.588503, -0.966230], [5.504002, 3.507265, -1.335239], [5.084464, 4.005272, -2.846821], [3.625644, 3.302287, -3.190508], [0.437615, -4.307892, -0.991848], [1.436120, -4.559440, -2.286538], [2.764848, -4.615839, -2.161426], [0.866229, -4.786646, -3.651457], [-1.960639, -1.168022, 0.859184], [-1.354544, 0.017685, 0.765563], [-3.543881, -1.313733, 1.379315], [-4.675216, -0.234356, 0.882404], [-6.234144, -0.747889, 1.074569], [-7.260728, 0.569034, 0.984482], [-8.528601, 0.202739, 2.000699], [-8.182377, 0.641666, 3.804316], [-8.246202, 2.161841, 4.099595], [-9.352426, -0.023085, 4.627382], [-6.738913, -0.050469, 4.421699], [-3.870346, -2.475477, 2.300685], [-2.698530, -3.584137, 2.744081], [-2.641409, -4.101979, 3.973460], [0.260585, -7.974032, 0.050275], [0.578785, -7.125098, -1.603947], [1.917965, -6.937047, -0.233750], [-1.036643, -7.774739, 1.790905], [-2.564963, -6.777929, 2.262151], [-0.504792, -5.613753, 4.184508], [0.950582, -7.600046, 2.970190], [-0.101824, -1.890461, -2.893229], [-0.408423, -0.557898, -1.596722], [2.218716, -0.926349, -0.714679], [2.496745, -1.979861, -2.252985], [3.231043, 0.173764, -2.998728], [1.500955, 0.133789, -3.764799], [1.691355, 1.379550, -0.786453], [0.906187, 2.166474, -2.417027], [3.995708, 2.019635, 0.038025], [6.476807, 3.752919, -0.689234], [5.724228, 4.721167, -3.546211], [3.105589, 3.467476, -4.237034], [-4.524387, -0.123574, -0.296741], [-4.474787, 0.813100, 1.366624], [-6.449632, -1.236663, 2.115357], [-6.478061, -1.546742, 0.244240], [-7.619751, 0.753246, -0.133010], [-6.662463, 1.479852, 1.408828], [-8.731071, -0.952290, 1.955437], [-9.523111, 0.741615, 1.691709], [-6.769522, -0.073519, 5.428252], [-4.945427, -2.696703, 2.714879], [3.979399, -0.996191, -7.339964], [4.161618, -0.700978, -5.875161], [3.771055, 0.356619, -5.383432], [4.840118, -1.749774, -5.035093], [3.475637, -0.150799, -7.820580], [4.953726, -1.138287, -7.814193], [3.361272, -1.888704, -7.464980], [5.852700, -1.925573, -5.406797], [4.260283, -2.675908, -5.057475], [4.902597, -1.400347, -3.999110], [-9.846624, 7.155635, 4.640149], [-9.548968, 5.948588, 3.791362], [-9.956978, 5.865378, 2.634014], [-8.732719, 4.847197, 4.413235], [-10.443661, 7.868145, 4.061073], [-10.417508, 6.857204, 5.523001], [-8.913272, 7.640834, 4.936333], [-9.253901, 4.446101, 5.286095], [-7.749698, 5.229627, 4.699336], [-8.596673, 4.040833, 3.684859], [1.652723, 0.875788, -11.002810], [1.622885, -0.431838, -10.257675], [2.584970, -0.808765, -9.590464], [0.370391, -1.260557, -10.360305], [2.618132, 1.365758, -10.837373], [1.530860, 0.695783, -12.073858], [0.859977, 1.531554, -10.634280], [0.191313, -1.535532, -11.402760], [-0.479516, -0.699885, -9.963140], [0.491932, -2.176207, -9.772021], [6.900951, 1.203197, 2.218843], [5.786397, 0.263030, 1.844867], [4.666625, 0.682557, 1.556843], [6.094770, -1.210365, 1.836805], [6.533655, 2.234305, 2.181910], [7.241822, 0.989538, 3.234989], [7.726916, 1.100557, 1.510652], [6.399930, -1.531466, 2.835887], [6.884892, -1.420495, 1.111554], [5.197104, -1.767379, 1.548370], [-2.869380, 1.591871, 7.849578], [-3.983935, 0.651705, 7.475602], [-5.103706, 1.071232, 7.187578], [-3.675562, -0.821691, 7.467540], [-3.236675, 2.622979, 7.812645], [-2.528509, 1.378213, 8.865725], [-2.043415, 1.489232, 7.141387], [-3.370401, -1.142792, 8.466622], [-2.885440, -1.031820, 6.742289], [-4.573228, -1.378705, 7.179104], [9.179908, -3.835208, -1.618622], [9.127607, -2.459981, -1.008691], [8.055664, -1.926602, -0.727097], [10.437539, -1.762471, -0.756483], [8.160593, -4.215877, -1.743285], [9.658178, -3.788210, -2.600176], [9.728321, -4.513156, -0.959897], [10.971903, -1.623345, -1.699613], [11.041997, -2.348160, -0.059322], [10.245795, -0.779372, -0.313746], [-5.152066, 3.893773, 4.659008], [-4.279376, 3.303885, 3.583625], [-4.725762, 2.496169, 2.770492], [-2.839348, 3.740449, 3.541426], [-6.165152, 3.487909, 4.567445], [-4.757462, 3.630430, 5.643558], [-5.198746, 4.979693, 4.545495], [-2.341805, 3.470459, 4.476280], [-2.783038, 4.819616, 3.378139], [-2.330692, 3.233847, 2.714452], [-7.186556, 8.395711, 1.508137], [-7.137988, 9.436217, 2.594872], [-7.251311, 9.127548, 3.780085], [-6.945329, 10.869079, 2.175536], [-7.330006, 7.407550, 1.958041], [-8.024284, 8.599107, 0.836394], [-6.245159, 8.393989, 0.953109], [-7.772206, 11.182560, 1.533354], [-5.993126, 10.977503, 1.650190], [-6.929906, 11.508379, 3.064536], [1.852460, -7.063673, -5.741385], [2.091469, -6.943131, -7.222718], [2.789489, -6.042465, -7.685770], [1.443510, -7.967198, -8.115740], [2.381259, -6.257584, -5.221727], [0.784073, -6.974816, -5.529133], [2.234011, -8.021959, -5.380280], [0.356925, -7.918714, -8.009078], [1.806871, -8.965786, -7.860347], [1.703303, -7.755748, -9.158363], [12.956365, -3.890464, -5.280875], [12.769762, -2.799190, -4.260923], [11.648522, -2.399747, -3.950902], [14.008023, -2.215476, -3.634792], [11.976978, -4.215901, -5.647407], [13.538414, -3.513673, -6.125650], [13.459962, -4.745210, -4.822523], [14.636998, -1.764270, -4.406282], [14.558489, -2.995688, -3.103106], [13.720670, -1.438896, -2.918122], [-2.308173, 8.276531, 5.785829], [-3.582170, 7.489967, 5.630099], [-3.635278, 6.296136, 5.921299], [-4.788824, 8.220474, 5.104365], [-1.521951, 7.620591, 6.174480], [-1.990896, 8.665593, 4.815075], [-2.461388, 9.095717, 6.492756], [-4.581950, 8.607210, 4.103350], [-5.052519, 9.037221, 5.780990], [-5.634891, 7.527740, 5.044735]], "atomic_forces_ev_per_a": [[-0.843, 1.269, -0.828], [-1.112, 2.540, 0.323], [1.360, 3.273, -2.597], [-0.503, 0.249, -0.768], [-0.036, -0.585, 0.085], [-1.268, 0.747, -1.363], [-0.673, -0.073, -0.070], [0.209, 3.894, 2.641], [4.295, -2.042, 0.200], [-1.674, -0.336, -4.576], [1.141, -0.366, -1.596], [1.073, -2.041, -0.769], [-0.884, -2.989, 2.466], [-0.155, 0.193, -0.422], [0.964, 0.279, -0.518], [0.905, -0.874, 0.296], [0.569, -0.924, -0.472], [4.689, 3.844, -0.505], [1.106, 1.115, -1.176], [-5.576, -1.592, -3.094], [-2.973, -3.114, 2.546], [3.300, 1.020, 1.932], [-2.149, 0.555, 2.239], [2.696, -1.514, -5.460], [-6.374, 0.493, 0.713], [1.703, 1.346, 7.478], [1.919, 2.909, 0.146], [-3.769, -7.044, 0.321], [-0.643, -3.196, 2.369], [0.418, -0.721, -0.737], [0.113, 0.630, -0.047], [0.437, -1.074, 0.617], [0.825, -0.529, -2.036], [-4.864, 1.731, 6.207], [1.448, -5.297, -1.999], [4.296, 1.462, -3.338], [-1.734, 0.892, -1.095], [1.859, 2.157, -2.347], [0.669, -0.879, 2.850], [-0.502, 2.803, -7.236], [1.111, 1.939, -0.618], [0.625, 0.251, 2.524], [-2.247, -0.387, -0.347], [-0.572, 2.506, 0.873], [2.679, 0.209, 0.396], [-1.011, -2.122, -0.801], [-1.063, 0.463, 1.410], [0.768, 0.360, 2.430], [1.104, -2.393, 0.083], [-1.142, -0.438, -2.064], [-1.888, 1.478, 1.043], [-2.663, 0.156, 0.534], [1.021, 0.284, 2.206], [0.060, 0.693, -2.285], [2.045, -0.690, 1.312], [0.548, 1.260, -2.244], [-2.701, -0.754, -1.586], [-1.789, -1.852, 1.567], [0.911, -0.767, 2.677], [-0.156, -0.131, 2.538], [-0.418, -2.118, -0.780], [0.769, 0.911, -1.909], [0.409, 1.614, 1.667], [0.611, -0.300, 2.601], [-1.331, -1.508, -0.915], [0.445, 2.269, 0.460], [1.993, -0.683, 1.266], [-0.441, 0.418, -1.417], [2.388, 0.686, -0.808], [-0.188, 0.609, 0.403], [-0.313, 1.077, 0.485], [0.448, -1.110, -0.654], [-0.099, 0.284, 0.463], [0.308, -0.319, 0.357], [-0.089, -0.212, -0.021], [0.246, -0.004, -0.067], [-0.104, -0.170, -0.070], [0.157, -0.057, -0.085], [-0.002, -0.090, -0.203], [-0.285, 0.280, -0.304], [-0.340, -0.203, -1.136], [0.443, 0.210, 1.198], [-0.168, 0.061, -0.692], [0.122, -0.136, 0.108], [0.183, 0.014, 0.065], [-0.086, -0.098, 0.127], [0.196, 0.060, 0.058], [-0.121, 0.015, 0.225], [-0.098, 0.512, 0.304], [0.460, 0.177, 0.131], [1.299, -0.602, 0.926], [-1.597, 0.490, -1.611], [0.146, -0.376, 0.316], [-0.212, -0.131, -0.015], [-0.198, 0.088, 0.064], [-0.064, -0.063, -0.202], [-0.153, 0.156, 0.040], [-0.031, -0.008, -0.216], [0.001, 0.222, -0.119], [-0.229, 0.490, -0.060], [-1.467, 0.246, -0.410], [1.404, -0.490, 0.510], [-0.432, -0.068, -0.135], [0.047, -0.219, -0.006], [0.156, -0.086, -0.122], [0.047, -0.124, 0.161], [0.171, 0.017, -0.062], [0.027, 0.007, 0.174], [0.189, 0.151, 0.047], [-0.307, 0.455, -0.063], [-1.317, 0.359, -0.358], [1.205, -0.485, 0.235], [-0.446, -0.069, -0.159], [0.062, -0.217, 0.004], [0.166, -0.081, -0.145], [0.068, -0.114, 0.191], [0.188, -0.003, -0.128], [0.075, -0.049, 0.192], [0.214, 0.118, 0.057], [-0.528, -0.076, -0.061], [-1.399, 0.659, 0.316], [1.440, -0.663, -0.340], [-0.140, 0.461, 0.171], [0.209, 0.118, 0.054], [0.172, -0.043, 0.134], [0.145, 0.035, -0.145], [0.070, -0.198, 0.076], [0.096, -0.048, -0.171], [-0.006, -0.215, -0.072], [-0.529, -0.372, -0.297], [-0.630, -0.784, -0.677], [0.458, 0.870, 0.763], [0.149, -0.365, -0.503], [0.263, -0.046, -0.011], [0.039, 0.278, -0.042], [0.235, -0.098, 0.235], [-0.050, 0.266, 0.014], [0.037, -0.035, 0.276], [-0.110, 0.067, 0.163], [-0.044, -0.367, 0.390], [-0.212, -0.485, 1.353], [0.084, 0.473, -1.441], [-0.002, 0.214, 0.497], [-0.017, 0.219, -0.116], [0.180, 0.017, -0.096], [-0.137, 0.105, -0.151], [0.188, -0.031, -0.135], [-0.164, 0.015, -0.169], [-0.010, -0.155, -0.180], [0.407, 0.425, -0.087], [0.943, 1.234, -0.111], [-0.849, -1.173, 0.321], [0.127, 0.139, -0.568], [-0.317, -0.136, -0.028], [0.098, -0.093, 0.129], [-0.209, -0.098, -0.019], [0.069, -0.189, 0.117], [-0.214, 0.011, 0.086], [-0.044, -0.032, 0.200], [-0.506, -0.068, -0.098], [-1.511, 0.513, 0.384], [1.459, -0.536, -0.368], [-0.229, 0.335, 0.306], [0.216, 0.097, 0.101], [0.137, -0.139, 0.115], [0.156, 0.096, -0.133], [0.104, -0.188, 0.069], [0.122, 0.044, -0.188], [0.043, -0.172, -0.168], [0.321, -0.399, 0.183], [-0.114, -1.454, 0.366], [0.166, 1.542, -0.297], [-0.140, -0.550, 0.116], [-0.186, 0.131, -0.093], [-0.071, 0.181, 0.117], [0.008, 0.100, -0.208], [-0.018, 0.175, 0.160], [0.042, 0.092, -0.229], [0.199, 0.223, 0.001]], "mulliken_charge": [-1.34, 0.17, 0.67, -0.86, 0.23, -0.57, 0.66, -0.29, -0.22, -0.26, 0.11, -0.38, 0.41, -0.30, -0.22, -0.05, -0.66, 0.24, -0.03, -0.52, -0.52, -0.26, 0.39, -0.09, -0.67, -0.75, 0.04, -0.58, 0.54, -0.09, -0.30, -0.34, -0.75, 0.88, -0.53, -0.67, -0.34, -0.69, 0.09, -0.56, 0.26, 0.34, 0.30, 0.32, 0.33, 0.27, 0.35, 0.36, 0.26, 0.20, 0.19, 0.01, 0.22, 0.30, 0.20, 0.28, 0.25, 0.24, 0.27, 0.26, 0.13, 0.12, 0.25, 0.40, 0.13, 0.37, 0.40, 0.30, 0.10, -1.06, 1.00, -0.54, -1.09, 0.24, 0.30, 0.31, 0.38, 0.29, 0.22, -1.02, 0.82, -0.61, -0.40, 0.29, 0.41, 0.11, 0.40, -0.11, 0.24, -1.11, 0.79, -0.51, -1.09, 0.29, 0.34, 0.33, 0.34, 0.33, 0.27, -1.12, 0.88, -0.59, -0.66, 0.28, 0.38, 0.27, 0.36, -0.05, 0.28, -1.10, 0.92, -0.54, -1.14, 0.22, 0.39, 0.32, 0.37, 0.32, 0.25, -1.08, 0.87, -0.59, -0.91, 0.30, 0.27, 0.33, 0.17, 0.33, 0.25, 0.73, 0.44, -0.49, -1.08, -0.30, 0.07, -0.28, 0.25, 0.23, 0.36, -0.97, 0.89, -0.50, -1.27, 0.12, 0.37, 0.36, 0.37, 0.34, 0.31, -0.90, 0.81, -0.58, -1.09, 0.19, 0.29, 0.36, 0.30, 0.30, 0.30, -1.13, 0.86, -0.53, -1.11, 0.29, 0.35, 0.33, 0.35, 0.33, 0.27, -1.25, 0.72, -0.49, -0.60, 0.31, 0.33, 0.35, 0.25, 0.41, -0.05], "homo_energy_ha": -0.18616, "spin_multiplicity": 1, "orbital_gap_ev": 5.87, "total_charge": -1, "e_tot_ev": -123115.739}